1.
Here is a cluster of 7 separate species, C32H83N5O12 in total from the OMol25 dataset. Energies are from the ωB97M-V functional and the def2-TZVPD basis.

Geometry (Å):
C -15.590 -5.379 -0.020
O -14.161 -5.233 -0.256
C -13.887 -4.434 -1.407
C -13.864 -2.910 -1.147
N -13.168 -2.785 0.177
C -11.645 -2.914 0.120
C -10.973 -3.198 1.458
O -9.515 -3.115 1.392
C -8.863 -3.514 2.603
H -16.058 -5.965 -0.812
H -16.154 -4.465 0.164
H -15.745 -6.053 0.823
H -14.491 -4.592 -2.300
H -12.890 -4.736 -1.729
H -14.917 -2.632 -1.192
H -13.371 -2.325 -1.923
H -13.486 -3.538 0.771
H -11.160 -2.004 -0.234
H -11.393 -3.769 -0.507
H -11.190 -4.168 1.905
H -11.399 -2.495 2.175
H -8.644 -2.799 3.396
H -7.833 -3.703 2.302
H -9.293 -4.437 2.994
C 4.711 5.858 -0.904
O 3.924 6.814 -0.218
C 2.472 6.745 -0.296
C 1.757 7.791 0.597
N 0.387 7.801 0.063
C -0.404 8.922 0.615
C -0.019 10.271 -0.104
O 0.341 10.010 -1.449
C 1.164 11.023 -2.010
H 4.570 4.888 -0.427
H 5.719 6.234 -0.728
H 4.602 5.945 -1.985
H 2.065 5.769 -0.030
H 2.339 6.984 -1.351
H 2.296 8.732 0.484
H 1.767 7.584 1.667
H 0.503 8.161 -0.874
H -0.540 9.036 1.691
H -1.366 8.560 0.252
H 0.742 10.727 0.531
H -0.866 10.955 -0.165
H 1.453 10.792 -3.035
H 1.972 11.320 -1.341
H 0.561 11.930 -2.015
C 0.469 -8.840 7.419
O 1.187 -7.550 7.204
C 1.734 -7.326 5.892
C 2.438 -5.953 5.665
N 3.419 -6.017 4.590
C 2.961 -6.480 3.311
C 2.202 -5.359 2.516
O 3.138 -4.415 2.078
C 3.000 -3.893 0.775
H -0.244 -8.716 8.234
H 1.220 -9.531 7.801
H -0.050 -9.282 6.568
H 0.876 -7.379 5.222
H 2.486 -8.102 5.752
H 2.965 -5.649 6.569
H 1.698 -5.184 5.445
H 3.876 -5.117 4.562
H 2.258 -7.290 3.503
H 3.633 -6.920 2.574
H 1.324 -4.960 3.025
H 1.889 -5.992 1.686
H 3.833 -3.233 0.532
H 2.109 -3.276 0.662
H 2.993 -4.730 0.077
C -0.926 -2.269 -6.333
O 0.251 -2.054 -7.111
C 0.581 -3.270 -7.902
C 2.065 -3.022 -8.456
N 2.061 -2.065 -9.584
C 1.611 -2.648 -10.860
C 1.050 -1.587 -11.742
O -0.056 -0.993 -11.045
C -0.642 0.000 -11.842
H -1.789 -2.439 -6.976
H -1.217 -1.458 -5.665
H -0.847 -3.129 -5.667
H -0.197 -3.530 -8.620
H 0.589 -4.106 -7.202
H 2.516 -4.001 -8.619
H 2.707 -2.476 -7.765
H 1.340 -1.377 -9.420
H 0.746 -3.298 -10.726
H 2.446 -3.207 -11.281
H 0.718 -2.010 -12.689
H 1.800 -0.834 -11.981
H -1.596 0.252 -11.377
H -0.812 -0.385 -12.847
H -0.114 0.952 -11.896
C 7.367 1.292 4.585
O 8.680 1.303 5.048
C 9.553 0.581 4.209
C 10.842 0.283 4.924
N 11.949 1.211 4.693
C 11.673 2.486 5.349
C 12.578 3.620 5.022
O 12.069 4.251 3.828
C 12.292 5.676 3.670
H 7.194 1.413 3.515
H 6.898 2.139 5.086
H 6.876 0.414 5.004
H 9.700 1.225 3.342
H 9.049 -0.369 4.030
H 11.090 -0.739 4.639
H 10.736 0.430 5.999
H 11.794 1.315 3.701
H 11.796 2.200 6.394
H 10.671 2.888 5.196
H 13.602 3.293 4.842
H 12.456 4.257 5.898
H 13.289 5.821 3.256
H 12.038 6.197 4.593
H 11.665 6.149 2.914
C -8.768 3.571 0.988
O -7.770 3.106 0.083
H -8.440 4.404 1.610
H -9.602 3.878 0.356
H -9.154 2.776 1.625
H -6.977 2.808 0.536
C -1.463 1.463 2.361
O -2.439 2.414 1.892
H -1.753 0.812 3.185
H -1.110 0.797 1.574
H -0.605 1.973 2.800
H -1.937 3.118 1.474

Computed properties:
* ΔE to the lowest compared entry with this formula, charge and spin: 498.8 kJ/mol
* SMILES: COCCNCCOC.COCCNCCOC.COCCNCCOC.COCCNCCOC.COCCNCCOC.CO.CO
* HOMO level: -8.44 eV
* frontier orbital gap: 8.9717 eV
* net charge: 0
* LUMO: 0.0195 Ha
* E: -2445.213089 a.u.

Löwdin population analysis, charges in e, atoms 1 to 99: number 1, C, carries -0.084; number 2, O, carries -0.195; number 3, C, carries -0.247; number 4, C, carries -0.175; number 5, N, carries -0.055; number 6, C, carries -0.173; number 7, C, carries -0.215; number 8, O, carries -0.189; number 9, C, carries -0.117; number 10, H, carries 0.082; number 11, H, carries 0.087; number 12, H, carries 0.082; number 13, H, carries 0.115; number 14, H, carries 0.106; number 15, H, carries 0.098; number 16, H, carries 0.116; number 17, H, carries 0.075; number 18, H, carries 0.118; number 19, H, carries 0.102; number 20, H, carries 0.111; number 21, H, carries 0.118; number 22, H, carries 0.079; number 23, H, carries 0.080; number 24, H, carries 0.082; number 25, C, carries -0.115; number 26, O, carries -0.229; number 27, C, carries -0.180; number 28, C, carries -0.201; number 29, N, carries -0.075; number 30, C, carries -0.178; number 31, C, carries -0.211; number 32, O, carries -0.216; number 33, C, carries -0.090; number 34, H, carries 0.086; number 35, H, carries 0.084; number 36, H, carries 0.082; number 37, H, carries 0.117; number 38, H, carries 0.119; number 39, H, carries 0.109; number 40, H, carries 0.118; number 41, H, carries 0.073; number 42, H, carries 0.115; number 43, H, carries 0.104; number 44, H, carries 0.111; number 45, H, carries 0.119; number 46, H, carries 0.094; number 47, H, carries 0.086; number 48, H, carries 0.081; number 49, C, carries -0.066; number 50, O, carries -0.216; number 51, C, carries -0.216; number 52, C, carries -0.193; number 53, N, carries -0.080; number 54, C, carries -0.197; number 55, C, carries -0.224; number 56, O, carries -0.195; number 57, C, carries -0.104; number 58, H, carries 0.076; number 59, H, carries 0.076; number 60, H, carries 0.078; number 61, H, carries 0.111; number 62, H, carries 0.122; number 63, H, carries 0.119; number 64, H, carries 0.104; number 65, H, carries 0.107; number 66, H, carries 0.099; number 67, H, carries 0.117; number 68, H, carries 0.118; number 69, H, carries 0.108; number 70, H, carries 0.086; number 71, H, carries 0.084; number 72, H, carries 0.085; number 73, C, carries -0.132; number 74, O, carries -0.206; number 75, C, carries -0.152; number 76, C, carries -0.161; number 77, N, carries -0.061; number 78, C, carries -0.226; number 79, C, carries -0.234; number 80, O, carries -0.189; number 81, C, carries -0.123; number 82, H, carries 0.081; number 83, H, carries 0.082; number 84, H, carries 0.076; number 85, H, carries 0.108; number 86, H, carries 0.100; number 87, H, carries 0.107; number 88, H, carries 0.108; number 89, H, carries 0.084; number 90, H, carries 0.108; number 91, H, carries 0.122; number 92, H, carries 0.120; number 93, H, carries 0.126; number 94, H, carries 0.089; number 95, H, carries 0.085; number 96, H, carries 0.088; number 97, C, carries -0.130; number 98, O, carries -0.207; number 99, C, carries -0.223

=====

2.
Here is a structure of composition C32H85FeO11 from the OMol25 dataset. Energies are from the ωB97M-V functional and the def2-TZVPD basis.

Geometry (Å):
Fe -1.523 1.026 3.367
C -0.208 0.969 -0.486
C -0.750 -0.230 0.296
O -1.000 0.196 1.595
H -0.967 1.749 -0.564
H 0.153 0.687 -1.474
H 0.622 1.488 0.000
H -0.027 -1.054 0.341
H -1.618 -0.687 -0.183
C 4.841 0.427 2.314
C 3.412 -0.003 2.042
C 3.358 -1.356 1.327
O 2.798 -0.037 3.325
H 4.943 1.271 3.000
H 5.454 0.699 1.451
H 5.427 -0.352 2.813
H 2.912 0.780 1.466
H 3.953 -2.105 1.854
H 3.799 -1.314 0.330
H 2.343 -1.737 1.199
H 3.161 -0.742 3.871
C 4.758 0.335 -3.925
C 4.416 0.299 -2.438
C 3.028 -0.282 -2.280
O 5.340 -0.589 -1.834
H 4.611 -0.643 -4.392
H 5.782 0.634 -4.145
H 4.085 0.960 -4.519
H 4.526 1.320 -2.066
H 2.660 0.033 -1.293
H 2.987 -1.351 -2.468
H 2.271 0.258 -2.858
H 5.985 -0.100 -1.318
C -3.948 -4.685 2.635
C -2.660 -3.948 2.885
C -1.942 -3.588 1.594
O -2.888 -2.723 3.578
H -3.775 -5.691 2.250
H -4.590 -4.196 1.899
H -4.531 -4.787 3.553
H -2.004 -4.606 3.463
H -1.854 -4.458 0.939
H -0.895 -3.307 1.731
H -2.410 -2.804 0.996
H -3.352 -2.929 4.401
C -0.405 -1.743 6.345
C 0.120 -1.413 4.941
C 0.719 -2.614 4.200
O -0.962 -0.942 4.100
H -1.074 -2.604 6.300
H -0.909 -0.895 6.809
H 0.394 -2.018 7.033
H 0.895 -0.651 5.010
H 1.639 -2.958 4.679
H 0.869 -2.467 3.134
H 0.103 -3.510 4.323
H -1.571 -1.713 3.968
C 4.250 4.755 0.434
C 3.766 4.443 -0.980
C 2.756 3.295 -1.067
O 3.180 5.639 -1.463
H 4.705 3.947 1.014
H 3.432 5.149 1.044
H 4.998 5.548 0.430
H 4.625 4.236 -1.619
H 2.467 3.105 -2.100
H 1.818 3.511 -0.538
H 3.078 2.382 -0.559
H 2.269 5.654 -1.154
C -4.471 -0.504 -1.812
C -3.815 -1.813 -2.268
C -4.374 -2.967 -1.470
O -4.091 -2.038 -3.630
H -5.552 -0.564 -1.695
H -4.259 0.277 -2.546
H -3.959 -0.234 -0.883
H -2.734 -1.770 -2.078
H -3.697 -3.818 -1.581
H -5.371 -3.205 -1.838
H -4.406 -2.847 -0.385
H -3.514 -1.465 -4.157
C 1.712 2.616 5.342
C 0.916 2.787 4.063
C 1.669 3.475 2.930
O 0.559 1.487 3.525
H 1.964 3.552 5.840
H 2.680 2.164 5.113
H 1.214 1.961 6.058
H -0.021 3.322 4.253
H 2.675 3.065 2.826
H 1.784 4.550 3.073
H 1.169 3.361 1.967
H 1.358 0.930 3.392
C -3.273 3.130 -0.715
C -4.515 3.891 -0.250
C -5.826 3.342 -0.777
O -4.462 3.889 1.181
H -3.088 3.272 -1.782
H -3.444 2.060 -0.570
H -2.354 3.420 -0.199
H -4.440 4.957 -0.482
H -5.955 3.701 -1.803
H -6.712 3.596 -0.204
H -5.803 2.277 -1.029
H -3.586 3.626 1.457
C -0.050 0.081 -4.969
C -1.371 0.748 -4.637
C -1.638 2.093 -5.274
O -2.421 -0.141 -5.005
H -0.121 -0.243 -6.009
H 0.271 -0.704 -4.289
H 0.757 0.822 -4.969
H -1.498 0.864 -3.555
H -1.514 2.049 -6.358
H -0.979 2.887 -4.919
H -2.663 2.389 -5.053
H -2.381 -0.361 -5.943
C -0.747 -3.778 -4.007
C 0.528 -3.827 -3.163
C 0.436 -3.134 -1.822
O 0.968 -5.136 -2.912
H -0.988 -2.773 -4.353
H -1.614 -4.173 -3.474
H -0.561 -4.439 -4.855
H 1.299 -3.336 -3.772
H -0.366 -3.565 -1.214
H 0.163 -2.080 -1.944
H 1.341 -3.167 -1.215
H 1.328 -5.526 -3.714

Computed properties:
* ΔE to the lowest compared entry with this formula, charge and spin: 54.6 kJ/mol
* HOMO level (alpha / beta): -13.80 / -13.80 eV
* spin multiplicity: 6
* ⟨S²⟩: 8.763
* frontier orbital gap (alpha / beta): 7.3435 / 3.1116 eV
* net charge: +2
* LUMO (alpha / beta): -0.2371 / -0.3926 Ha
* E: -3360.847652 a.u.

Löwdin population analysis, charges in e, atoms 1 to 99: number 1, Fe, carries 1.132; number 2, C, carries -0.063; number 3, C, carries -0.379; number 4, O, carries -0.337; number 5, H, carries 0.043; number 6, H, carries 0.053; number 7, H, carries 0.053; number 8, H, carries 0.091; number 9, H, carries 0.074; number 10, C, carries -0.047; number 11, C, carries -0.446; number 12, C, carries -0.029; number 13, O, carries -0.080; number 14, H, carries 0.081; number 15, H, carries 0.081; number 16, H, carries 0.091; number 17, H, carries 0.125; number 18, H, carries 0.093; number 19, H, carries 0.066; number 20, H, carries 0.063; number 21, H, carries 0.116; number 22, C, carries -0.057; number 23, C, carries -0.490; number 24, C, carries -0.064; number 25, O, carries -0.038; number 26, H, carries 0.084; number 27, H, carries 0.084; number 28, H, carries 0.075; number 29, H, carries 0.121; number 30, H, carries 0.052; number 31, H, carries 0.087; number 32, H, carries 0.060; number 33, H, carries 0.093; number 34, C, carries -0.041; number 35, C, carries -0.467; number 36, C, carries -0.045; number 37, O, carries -0.059; number 38, H, carries 0.096; number 39, H, carries 0.078; number 40, H, carries 0.090; number 41, H, carries 0.140; number 42, H, carries 0.090; number 43, H, carries 0.069; number 44, H, carries 0.065; number 45, H, carries 0.119; number 46, C, carries -0.026; number 47, C, carries -0.421; number 48, C, carries -0.032; number 49, O, carries -0.155; number 50, H, carries 0.082; number 51, H, carries 0.083; number 52, H, carries 0.093; number 53, H, carries 0.111; number 54, H, carries 0.095; number 55, H, carries 0.069; number 56, H, carries 0.080; number 57, H, carries 0.059; number 58, C, carries -0.053; number 59, C, carries -0.472; number 60, C, carries -0.066; number 61, O, carries -0.038; number 62, H, carries 0.070; number 63, H, carries 0.068; number 64, H, carries 0.086; number 65, H, carries 0.139; number 66, H, carries 0.086; number 67, H, carries 0.063; number 68, H, carries 0.056; number 69, H, carries 0.085; number 70, C, carries 0.034; number 71, C, carries -0.387; number 72, C, carries -0.011; number 73, O, carries 0.275; number 74, H, carries 0.114; number 75, H, carries 0.095; number 76, H, carries 0.098; number 77, H, carries 0.162; number 78, H, carries 0.099; number 79, H, carries 0.112; number 80, H, carries 0.087; number 81, H, carries 0.103; number 82, C, carries -0.028; number 83, C, carries -0.428; number 84, C, carries -0.039; number 85, O, carries -0.157; number 86, H, carries 0.097; number 87, H, carries 0.084; number 88, H, carries 0.084; number 89, H, carries 0.134; number 90, H, carries 0.080; number 91, H, carries 0.094; number 92, H, carries 0.074; number 93, H, carries 0.064; number 94, C, carries -0.064; number 95, C, carries -0.459; number 96, C, carries -0.038; number 97, O, carries -0.055; number 98, H, carries 0.086; number 99, H, carries 0.058

=====

| no. | F_max (eV/Å) |
| --- | --- |
| 1 | 2.82 |
| 2 | 4.97 |